The following is a quantum chemistry calculation of a 4-piece molecular cluster, C25H62N6O11PSi overall at a distorted geometry, from the Open Molecules 2025 dataset.

Summary:
Total charge = +1
F_max = 4.49 eV/Å
DFT total energy = -75546.8784 eV
Orbital gap = 6.05 eV

Each line ends with the Löwdin charge.
CARTESIAN COORDINATES (ANGSTROEM)
P1 1.361 -0.571 4.825  0.5134
Si1 -0.993 -3.080 3.430  0.5612
O1 -3.642 -9.544 -0.568  -0.1975
O2 -3.594 -7.315 -2.670  -0.1945
O3 1.978 8.260 -5.801  -0.1955
O4 2.657 0.226 5.331  -0.1083
O5 -0.578 3.870 -0.983  -0.2010
O6 0.125 7.756 -3.455  -0.1330
O7 0.271 0.519 4.335  -0.1191
O8 -0.410 10.100 -5.346  -0.1993
O9 2.399 3.287 -0.665  -0.1089
O10 0.390 1.147 0.085  -0.1920
O11 -3.459 -6.612 0.276  -0.1337
N1 1.689 -1.647 3.482  0.0026
N2 3.964 -1.151 2.827  0.0634
N3 2.772 -1.808 2.710  -0.1767
N4 2.630 -2.678 1.805  0.1686
N5 1.405 -3.185 1.947  0.1009
N6 0.854 -1.451 5.977  -0.1009
C1 4.728 -2.594 5.792  -0.0921
C2 -1.781 -3.747 1.839  -0.1706
C3 1.824 3.057 0.605  -0.1812
C4 1.435 1.620 0.914  -0.2059
C5 0.425 4.107 -1.960  -0.1882
C6 5.092 -1.997 3.286  -0.1605
C7 0.030 7.209 -4.768  -0.1770
C8 -2.613 -6.488 -2.073  -0.1940
C9 -0.378 10.160 -3.930  -0.1920
C10 -4.436 -8.910 0.420  -0.1921
C11 1.582 3.134 -1.825  -0.1660
C12 3.342 8.315 -5.432  -0.1095
C13 -2.372 -6.835 -0.613  -0.1804
C14 1.342 7.028 -5.514  -0.1928
C15 -2.639 -10.396 -0.055  -0.1109
C16 0.547 9.112 -3.335  -0.1767
C17 -4.607 -6.614 -3.366  -0.1071
C18 -2.104 -1.668 4.011  -0.1784
C19 0.801 -2.566 2.958  -0.2589
C20 -4.620 -7.428 0.139  -0.1735
C21 4.740 -3.094 4.316  -0.2301
C22 -1.017 -4.511 4.666  -0.1625
C23 -1.042 5.039 -0.333  -0.1039
C24 0.648 -0.102 -0.527  -0.1004
C25 -1.707 10.157 -5.905  -0.1104
H1 -0.175 0.205 3.525  0.0740
H2 3.540 7.759 -4.511  0.0858
H3 0.592 9.298 -2.258  0.1266
H4 -0.039 3.967 -2.944  0.1282
H5 -5.500 -7.239 -3.379  0.0898
H6 -0.561 -4.184 5.611  0.0281
H7 2.253 3.311 -2.669  0.1304
H8 3.601 9.360 -5.258  0.0893
H9 3.890 -1.922 6.015  0.0397
H10 -1.988 -7.850 -0.504  0.1099
H11 -4.296 -6.426 -4.398  0.0890
H12 -2.682 -4.339 2.059  0.0488
H13 -2.405 -0.985 3.199  0.0461
H14 -1.676 -6.643 -2.622  0.1281
H15 -2.018 11.198 -6.038  0.0888
H16 1.127 6.541 -6.473  0.1286
H17 -4.003 -9.038 1.419  0.1220
H18 1.247 2.102 -1.924  0.1082
H19 -4.863 -5.669 -2.876  0.0864
H20 -2.883 -5.429 -2.152  0.1206
H21 -3.045 -11.396 0.123  0.0895
H22 -1.434 4.747 0.643  0.0852
H23 0.000 11.152 -3.651  0.1287
H24 -1.847 5.500 -0.912  0.0914
H25 -0.092 -1.191 6.244  0.0138
H26 1.066 1.575 1.950  0.1009
H27 2.461 1.183 5.341  0.1154
H28 -5.423 -9.388 0.407  0.1296
H29 -1.381 10.040 -3.506  0.1228
H30 0.992 3.739 0.784  0.1130
H31 -5.092 -7.264 -0.829  0.1094
H32 -1.703 -1.071 4.840  0.0037
H33 -1.044 -4.369 1.311  0.0216
H34 -2.049 -2.914 1.168  0.0409
H35 -1.570 -6.180 -0.257  0.1097
H36 0.342 -0.922 0.136  0.0668
H37 -0.241 5.766 -0.174  0.0889
H38 -2.442 9.627 -5.291  0.0857
H39 -1.672 9.673 -6.882  0.0892
H40 1.998 6.367 -4.936  0.1170
H41 5.609 -2.452 2.431  0.1172
H42 5.820 -1.314 3.749  0.1308
H43 4.551 -3.499 6.398  0.0827
H44 -0.403 6.212 -4.637  0.1189
H45 -5.323 -7.044 0.883  0.1273
H46 5.568 -3.822 4.277  0.1161
H47 5.708 -2.214 6.105  0.0824
H48 -0.453 -5.343 4.219  0.0433
H49 -0.695 7.765 -5.361  0.1087
H50 -3.026 -2.142 4.390  0.0568
H51 -1.846 -10.467 -0.801  0.0892
H52 3.885 -0.263 3.308  0.1214
H53 1.567 9.230 -3.699  0.1077
H54 3.829 -3.669 4.094  0.0969
H55 0.805 5.133 -1.901  0.1226
H56 -2.201 -10.005 0.869  0.0843
H57 0.058 -0.157 -1.441  0.0962
H58 1.702 -0.216 -0.799  0.0925
H59 -2.072 -4.787 4.807  0.0486
H60 2.597 3.341 1.327  0.1289
H61 2.325 0.981 0.838  0.1133
H62 3.969 7.930 -6.242  0.0885

Forces on atoms 1 to 3 (eV/Å):
P -2.16 0.16 3.93
Si -2.08 -0.95 -0.01
O 0.29 0.22 0.26


The following is a quantum chemistry calculation of a 14-piece molecular cluster, C25H63N13O25S overall at a distorted geometry, from the Open Molecules 2025 dataset.

Summary:
Spin multiplicity = 2
Total charge = +1
F_max = 5.08 eV/Å
DFT total energy = -108306.4887 eV
Orbital gap (spin up / spin down) = 7.50 / 2.86 eV

Each line ends with the Löwdin charge.
CARTESIAN COORDINATES (ANGSTROEM)
S1 -4.313 -1.568 -1.389  0.7511
O1 -1.397 1.702 3.729  0.0628
O2 1.045 5.900 -1.449  0.0368
O3 -0.969 -1.110 -3.548  0.0575
O4 -4.003 -2.349 0.059  -0.2304
O5 4.835 -5.260 -2.223  -0.0421
O6 0.973 4.620 0.313  0.0481
O7 -1.486 6.730 1.901  0.0553
O8 -3.160 5.620 1.141  0.0534
O9 2.529 -1.145 4.770  0.0444
O10 0.574 0.348 -4.013  0.0403
O11 -2.242 3.651 -1.312  -0.0193
O12 -3.560 -2.220 -2.517  -0.2581
O13 4.778 -2.208 1.972  0.0648
O14 -1.183 -0.430 3.480  0.0241
O15 2.448 -3.268 4.530  0.0897
O16 -4.074 -0.121 -1.238  -0.2763
O17 -4.557 2.803 2.504  0.0608
O18 2.008 -0.129 0.055  0.1624
O19 4.475 0.869 -4.747  -0.0333
O20 0.297 -4.553 0.851  -0.0380
O21 -1.082 -2.841 4.983  0.0344
O22 5.512 -0.704 3.309  0.1007
O23 -6.110 1.740 1.352  0.0777
O24 -5.907 -1.905 -1.458  -0.1655
O25 -0.839 -4.828 4.054  0.0708
N1 2.271 -2.144 4.104  -0.4262
N2 5.134 -1.078 2.234  -0.4476
N3 3.328 2.031 -3.013  -0.1717
N4 -0.577 0.062 -3.642  -0.4089
N5 3.809 -3.330 -2.911  -0.2140
N6 -5.125 1.794 2.100  -0.3974
N7 1.313 -6.496 0.416  -0.1634
N8 1.288 5.627 -0.240  -0.4110
N9 -2.264 5.398 -2.748  -0.1484
N10 -2.142 5.701 1.836  -0.4301
N11 -0.197 0.246 0.214  0.0451
N12 -1.130 0.593 4.154  -0.4140
N13 -1.371 -3.707 4.141  -0.3915
C1 -4.594 0.499 2.608  0.0328
C2 -0.770 -1.121 0.086  0.0644
C3 4.783 -3.996 -2.253  -0.2718
C4 -3.015 6.536 -3.360  -0.0186
C5 4.334 1.696 -2.002  -0.0521
C6 3.472 1.533 -4.297  -0.2687
C7 2.158 2.830 -2.600  -0.0449
C8 3.655 -1.906 -2.827  -0.0505
C9 5.078 -0.056 1.192  0.0185
C10 1.125 0.616 0.296  -0.2500
C11 -0.636 0.492 5.505  0.0592
C12 0.262 -5.773 0.860  -0.3404
C13 -1.569 1.124 -3.405  0.0576
C14 1.749 -2.085 2.729  0.0285
C15 -2.714 4.692 -1.735  -0.3585
C16 -5.072 -3.264 0.275  -0.1925
C17 -2.248 -3.351 2.991  0.0294
C18 -1.089 4.959 -3.504  -0.0491
C19 2.729 -4.006 -3.462  -0.0699
C20 1.283 -7.965 0.315  -0.0384
C21 2.182 6.563 0.507  0.0604
C22 -6.307 -2.595 -0.275  -0.1541
C23 2.527 -5.759 -0.110  -0.0067
C24 -1.259 1.294 0.278  0.0307
C25 -1.843 4.633 2.755  0.0265
H1 -0.483 5.831 -3.751  0.0868
H2 0.339 -8.314 0.731  0.0793
H3 -1.255 -1.062 -0.889  0.1013
H4 0.665 -2.170 2.655  0.0694
H5 2.424 3.790 -2.160  0.0781
H6 -1.900 1.259 -0.603  0.0804
H7 2.769 -1.720 -2.220  0.0771
H8 2.348 -2.892 2.306  0.0940
H9 3.437 -6.246 0.241  0.0893
H10 2.821 -3.823 -4.533  0.1069
H11 5.426 -3.339 -1.648  0.1351
H12 2.300 7.490 -0.055  0.1047
H13 -1.563 1.684 -4.340  0.1169
H14 -3.690 6.313 -4.186  0.0908
H15 -2.351 7.347 -3.661  0.0890
H16 -0.946 2.336 0.348  0.0855
H17 4.556 -1.499 -2.369  0.0839
H18 -2.531 0.751 -3.056  0.0887
H19 1.569 2.140 -1.995  0.0643
H20 1.353 -8.202 -0.747  0.0923
H21 -1.310 1.044 6.159  0.1178
H22 4.175 2.326 -1.126  0.0778
H23 2.062 -8.444 0.908  0.0913
H24 -1.074 1.594 -2.555  0.0697
H25 -1.225 5.072 3.538  0.1142
H26 -1.377 4.426 -4.410  0.0915
H27 4.730 -0.405 0.219  0.0690
H28 -6.553 -1.842 0.474  0.1283
H29 1.270 1.657 0.623  0.1609
H30 -0.489 -0.550 5.790  0.0954
H31 -5.412 -0.211 2.483  0.0893
H32 4.153 0.688 -1.628  0.0412
H33 -1.303 3.952 2.097  0.0806
H34 0.332 0.990 5.455  0.1176
H35 -7.159 -3.252 -0.449  0.1511
H36 5.406 1.761 -2.184  0.1000
H37 1.783 6.681 1.514  0.1019
H38 6.070 0.385 1.102  0.1112
H39 4.452 0.793 1.469  0.0977
H40 -1.872 0.989 1.125  0.0887
H41 -0.012 -1.904 0.103  0.1045
H42 -1.496 -2.913 2.334  0.0609
H43 2.026 -1.110 2.330  0.0704
H44 -5.058 -3.553 1.326  0.1334
H45 1.760 -3.543 -3.275  0.0916
H46 -3.041 -2.668 3.295  0.0920
H47 3.146 6.058 0.566  0.1038
H48 -4.807 -4.186 -0.243  0.1363
H49 -0.556 -6.471 1.098  0.1324
H50 -1.440 -1.297 0.927  0.0862
H51 2.740 -4.813 0.387  0.0799
H52 3.397 -1.517 -3.812  0.0921
H53 -3.595 6.979 -2.552  0.0867
H54 2.713 -5.045 -3.136  0.0823
H55 2.520 1.708 -4.822  0.1147
H56 -2.699 -4.274 2.629  0.1024
H57 -0.435 4.355 -2.875  0.0526
H58 -3.595 5.177 -1.288  0.1327
H59 2.534 -5.825 -1.198  0.0673
H60 -3.728 0.150 2.044  0.0693
H61 1.678 3.086 -3.545  0.0841
H62 -2.780 4.157 3.044  0.0797
H63 -4.367 0.484 3.673  0.1008

Forces on atoms 1 to 3 (eV/Å):
S 2.36 0.11 -2.71
O -0.13 -0.28 -0.05
O 0.35 -0.61 2.84